No. 1
The following is a quantum chemistry calculation of a molecular structure, C5H17MnN2O in a non-equilibrium geometry, from OMol25.

```
! wB97M-V def2-TZVPD RIJCOSX def2/J DEFGRID3
* xyz 1 4
Mn -0.3233 0.3739 -1.7598
H -0.2161 -1.0205 4.0039
H 0.7901 0.4551 4.0139
C -0.8731 1.2870 -3.9322
H -1.9421 0.3349 0.9194
H -1.4987 0.4488 -3.5556
H -1.2658 1.6563 -1.4084
C -1.3345 0.9064 1.6283
H 0.5083 -2.1986 -2.1103
H -0.9554 1.7891 1.0985
H 1.8452 -1.3214 3.0195
H 1.8353 -1.2993 -2.4565
C -0.1592 0.0238 3.6538
H -1.9638 1.2366 2.4535
H -1.5347 2.1493 -4.0840
C 1.7837 -1.2609 1.9287
N 0.8264 -1.3614 -2.6169
H 2.7119 -0.7915 1.5798
N -0.2614 0.1048 2.1987
H -0.9961 0.5881 4.0834
H -0.0654 1.5931 -3.2143
C 0.6145 -0.4932 1.3803
H -0.3992 1.0330 -4.8857
H 1.7378 -2.2888 1.5502
O 0.4443 -0.4047 0.1263
H 0.6913 -1.5400 -3.6145
*
```

## Properties
frontier orbital gap (spin up / spin down)	9.8 / 8.2	eV
lowest unoccupied orbital energy (spin up / spin down)	-0.1193 / -0.1247	Eh
⟨S²⟩	3.845
E	-1536.16739	hartree

Results of the Mulliken charge analysis, in e, for atoms 1 through 2:
1. Mn 0.47
2. H 0.36

=====

No. 2
The following is a quantum chemistry calculation of a molecular structure, C32H24N5O2PRu in a non-equilibrium geometry, from OMol25.

```
! wB97M-V def2-TZVPD RIJCOSX def2/J DEFGRID3
* xyz 1 2
C 1.5855 4.3410 -0.5278
N -2.1244 1.9015 -0.7090
C -2.2504 0.8899 0.0722
Ru -0.4357 -0.8891 -1.4053
H -3.4782 -1.5752 3.5730
H 0.9063 1.4833 1.9852
C -1.6113 3.0806 -2.6761
C 1.1615 3.5815 1.7143
C -3.0151 0.9406 1.3338
C 3.0730 -2.3626 2.5657
C -0.6024 1.9969 -4.5445
C 1.2799 -1.0195 1.7082
C 1.4149 4.6133 0.8215
H 1.1331 -5.7717 -1.2987
C -2.1244 -1.1714 1.0286
N -0.9463 0.7898 -2.5088
H 3.4844 -2.9882 3.3460
C 2.0153 -0.7524 0.5515
C -1.1419 3.1466 -3.9647
H 1.4791 5.6321 1.1787
H -0.1010 -0.0618 -4.1879
P 1.2881 0.3181 -0.7324
C -3.6801 1.9879 1.9438
C 0.3603 -3.7981 -1.2140
H 1.7765 5.1424 -1.2281
H -3.7265 2.9657 1.4857
C -2.9473 -0.3179 1.9110
N -1.7518 -0.3996 -0.0654
C -0.5202 0.8528 -3.7923
C -4.2795 1.7226 3.1702
O 3.1370 -1.9178 -3.0585
H 2.1625 0.8803 -2.9108
H 1.6345 2.8355 -2.0378
C -0.0588 -5.4228 0.4755
H -1.3276 -4.6959 2.0589
H 0.0679 -6.4125 0.8927
H 3.4635 0.4184 -1.8018
C 2.4459 0.1888 -2.1125
C -4.2087 0.4560 3.7529
N -1.8065 -2.3733 1.3301
H -4.6821 0.2900 4.7112
H -0.2448 1.9869 -5.5633
C -1.5251 1.8790 -1.9591
C 1.5123 3.0338 -0.9801
H -1.2089 4.0699 -4.5235
H 4.7896 -2.5458 1.2969
H 3.8756 -1.1515 -0.4784
C 1.2917 1.9894 -0.0790
C 1.8051 -1.8128 2.7109
C 0.5370 -5.0725 -0.7317
H 1.0211 3.7948 2.7651
N -0.3706 -2.8604 -0.5698
C 3.2853 -1.3096 0.4126
C -3.5371 -0.5907 3.1308
C -0.9797 -3.2075 0.5832
C 3.8051 -2.1154 1.4171
H 1.2209 -2.0123 3.5992
C -0.8244 -4.4863 1.1279
C 2.2384 -1.2155 -2.6860
C 1.0917 2.2715 1.2709
H 0.8087 -3.4771 -2.1425
H -2.0701 3.9229 -2.1819
H -4.8087 2.5120 3.6862
O 0.9566 -1.5077 -2.7668
H 0.2813 -0.6211 1.8267
*
```

## Properties
frontier orbital gap (spin up / spin down)	7.5 / 6.9	eV
lowest unoccupied orbital energy (spin up / spin down)	-0.1378 / -0.1623	Eh
⟨S²⟩	0.756
E	-2094.24699	hartree
energy relative to the best compared isomer or geometry (same formula, charge and spin)	0.00	kcal per mole

Results of the Mulliken charge analysis, in e, for atoms 1 through 2:
1. C -0.86
2. N -0.41

=====

No. 3
The following is a quantum chemistry calculation of 2 unconnected molecules or ions with the total composition C5H14NO in a non-equilibrium geometry, from OMol25.

```
! wB97M-V def2-TZVPD RIJCOSX def2/J DEFGRID3
* xyz 1 1
C -1.1024 -0.9022 1.2421
H 2.1185 -1.0020 -1.7469
N 2.0428 0.3202 0.8582
C 1.0886 0.3251 -0.2681
H -2.2392 -0.5854 -1.7541
H 2.8230 1.0272 0.6874
H -0.6145 1.4113 -0.8367
H -1.3000 -1.3120 0.2998
O -1.9138 -1.2024 -2.5367
C -0.8578 0.6358 1.2296
H -1.9393 1.0612 1.2046
H 2.4866 -0.6357 0.9215
C -0.0175 1.1908 0.0840
H -0.2590 -1.4418 1.6051
H 1.5870 0.6262 1.7490
C 1.2485 -0.3379 -1.4619
H 0.6385 -0.2782 -2.3959
H -0.4610 0.8124 2.2331
H 0.4444 2.1754 0.3551
H -2.0519 -1.2196 1.8611
H -1.7215 -0.6684 -3.3304
*
```

## Properties
frontier orbital gap	10.5	eV
lowest unoccupied orbital energy	-0.1404	Eh
E	-328.58355	hartree
energy relative to the best compared isomer or geometry (same formula, charge and spin)	64.43	kcal per mole

Results of the Mulliken charge analysis, in e, for atoms 1 through 2:
1. C -1.11
2. H 0.24

=====

No. 4
The following is a quantum chemistry calculation of C2HN3O3 in the gas phase in a non-equilibrium geometry, from OMol25.

```
! wB97M-V def2-TZVPD RIJCOSX def2/J DEFGRID3
* xyz 0 1
C 1.6783 0.7164 0.1819
N -2.7663 0.4312 1.2928
O 2.6153 0.0738 0.5234
O -1.5710 -0.9653 -0.2552
H 1.6168 1.8158 0.1414
N -0.0542 -0.6981 -0.7231
C -2.1524 -0.2025 0.5606
N 0.4204 0.2034 -0.0868
O 0.2130 -1.3748 -1.6350
*
```

## Properties
SMILES string	N#CO/[N+]([O-])=N/C=O
frontier orbital gap	10.2	eV
lowest unoccupied orbital energy	-0.0453	Eh
E	-466.59698	hartree
energy relative to the best compared isomer or geometry (same formula, charge and spin)	169.97	kcal per mole

Results of the Mulliken charge analysis, in e, for atoms 1 through 2:
1. C 0.18
2. N -0.39

=====

- Which of these has the highest E?
  C5H14NO

=====

- Which value of E does entry 4 give?
  -466.59698 hartree